Entry from the Open Molecules 2025 dataset: 14 unconnected molecules or ions with the total composition C50H99F8N13O24S8 at a distorted geometry (ωB97M-V with the def2-TZVPD basis set).

Each line ends with the Löwdin charge.
Positions of all 202 atoms, in Å:
C  1.2023  6.3893  -2.5143  -0.04
C  0.9610  6.6828  -0.9933  -0.20
N  2.2085  6.8803  -0.3022  -0.03
C  2.9826  5.7732  0.0236  -0.01
C  4.0452  6.2406  0.7070  0.02
N  3.9792  7.6671  0.8107  -0.11
C  2.8138  8.0093  0.2635  0.03
C  4.9235  8.4689  1.4007  -0.04
H  0.3218  6.8747  -2.9353  0.08
H  1.1208  5.3028  -2.5461  0.05
H  2.1748  6.7737  -2.8217  0.08
H  0.4557  5.7934  -0.6170  0.10
H  0.2549  7.4975  -0.8327  0.12
H  2.6366  4.7985  -0.2874  0.10
H  4.9016  5.7498  1.1453  0.13
H  2.3461  8.9776  0.3634  0.16
H  4.9398  9.5095  1.0767  0.11
H  5.9127  8.0611  1.1925  0.10
H  4.7281  8.3515  2.4666  0.11
C  0.7399  2.9002  1.7525  -0.02
C  -0.6736  2.8010  1.1746  -0.17
N  -0.7669  1.8026  0.1534  -0.02
C  -0.5902  2.0973  -1.1850  -0.02
C  -0.3863  0.9428  -1.9453  0.00
N  -0.3954  -0.0923  -0.9773  -0.05
C  -0.7206  0.4096  0.2075  -0.02
C  0.0888  -1.4729  -1.2368  0.03
H  0.8382  3.7827  2.3846  0.08
H  1.5216  3.0315  1.0044  0.05
H  0.9209  1.9483  2.2518  0.06
H  -1.1854  3.6436  0.7098  0.11
H  -1.3435  2.4651  1.9661  0.11
H  -0.5114  3.1466  -1.4280  0.12
H  -0.0921  0.6433  -2.9403  0.11
H  -0.6343  -0.0710  1.1708  0.15
H  0.9361  -1.7472  -0.6085  0.09
H  0.3971  -1.5320  -2.2806  0.08
H  -0.6081  -2.2518  -0.9275  0.06
C  9.1314  -1.0264  -1.9185  -0.05
C  8.5413  -2.4363  -2.0517  -0.19
N  7.5245  -2.5293  -1.0543  -0.10
C  7.7858  -2.4897  0.2751  -0.04
C  6.5840  -2.5681  0.9195  0.02
N  5.6132  -2.6472  -0.1182  -0.04
C  6.1572  -2.5179  -1.3581  0.12
C  4.1846  -2.6906  0.1422  0.01
H  9.6407  -0.8567  -0.9699  0.06
H  8.2993  -0.3299  -2.0217  0.10
H  9.9559  -0.8325  -2.6046  0.08
H  9.1671  -3.2998  -1.8261  0.12
H  8.1625  -2.7144  -3.0352  0.12
H  8.8149  -2.4983  0.6029  0.13
H  6.5330  -2.6145  1.9973  0.12
H  5.7600  -2.5032  -2.3623  0.14
H  3.8069  -3.4692  -0.5206  0.07
H  3.6977  -1.7411  -0.0804  0.10
H  3.9553  -2.7724  1.2047  0.08
C  -6.0132  -2.0153  -1.6359  -0.11
C  -6.4118  -0.6159  -2.0987  -0.21
C  -6.1468  0.5291  -1.0811  -0.07
N  -5.1479  1.6261  -1.6097  -0.21
C  -3.8740  0.9539  -2.1480  0.04
C  -5.9095  2.6149  -2.5168  -0.06
C  -6.5480  3.7029  -1.5831  -0.14
C  -5.9720  3.5135  -0.2139  -0.15
C  -4.7611  2.5904  -0.4269  -0.06
H  -4.9688  -2.0123  -1.3240  0.05
H  -6.2454  -2.8263  -2.3262  0.07
H  -6.6152  -2.3806  -0.8039  0.08
H  -7.4881  -0.6653  -2.2634  0.10
H  -5.8566  -0.4863  -3.0277  0.10
H  -5.8796  0.3690  -0.0365  0.12
H  -7.1210  0.9904  -0.9191  0.12
H  -3.5522  0.1142  -1.5319  0.10
H  -3.1842  1.7935  -2.2336  0.09
H  -4.1122  0.7228  -3.1862  0.09
H  -5.0938  3.0971  -3.0555  0.13
H  -6.6858  2.0780  -3.0621  0.12
H  -6.4603  4.7142  -1.9803  0.12
H  -7.6107  3.4799  -1.4885  0.10
H  -5.6477  4.4226  0.2925  0.13
H  -6.6293  3.0416  0.5164  0.11
H  -3.9272  3.2431  -0.6855  0.13
H  -4.5299  1.9523  0.4261  0.09
C  -2.0075  -2.2759  -4.6102  -0.06
C  -2.5983  -3.2160  -3.5394  -0.23
C  -1.7131  -4.4394  -3.2510  -0.11
N  -2.4943  -5.5537  -2.5474  -0.18
C  -2.7057  -5.0820  -1.0136  0.07
C  -1.5123  -6.8176  -2.4710  -0.05
C  -2.4106  -8.0769  -2.8238  -0.14
C  -3.8717  -7.5524  -2.8409  -0.15
C  -3.7413  -6.1065  -3.2292  -0.12
H  -1.0476  -2.0750  -4.1344  0.07
H  -2.4686  -1.3223  -4.8675  0.07
H  -1.9176  -2.7871  -5.5686  0.08
H  -3.5590  -3.5421  -3.9380  0.09
H  -2.9155  -2.7903  -2.5874  0.09
H  -0.8783  -4.1582  -2.6090  0.13
H  -1.3347  -4.9414  -4.1415  0.14
H  -1.8194  -4.7271  -0.4877  0.09
H  -3.1842  -5.8581  -0.4163  0.09
H  -3.4881  -4.3336  -1.1396  0.07
H  -1.1210  -6.9341  -1.4603  0.11
H  -0.7081  -6.6834  -3.1944  0.11
H  -2.1215  -8.8968  -2.1662  0.11
H  -1.9342  -8.4707  -3.7216  0.10
H  -4.1319  -7.6262  -1.7850  0.11
H  -4.5548  -8.2053  -3.3842  0.12
H  -4.5441  -5.3720  -3.1638  0.12
H  -3.6686  -6.0757  -4.3163  0.14
C  -1.0737  -0.3868  4.5861  -0.09
C  -1.1872  -1.7595  4.0098  -0.21
C  -0.4497  -2.8273  4.9040  -0.08
N  -0.2551  -4.1821  4.2313  -0.24
C  -1.6741  -4.6685  3.9478  0.03
C  0.6314  -4.1210  2.9725  -0.09
C  2.0613  -4.0792  3.4136  -0.14
C  2.0522  -4.7974  4.7845  -0.13
C  0.6016  -5.0855  5.1165  -0.09
H  -1.3310  0.4616  3.9521  0.07
H  -0.0185  -0.1283  4.6752  0.08
H  -1.5193  -0.3466  5.5801  0.09
H  -0.6528  -1.8265  3.0622  0.09
H  -2.2342  -2.0235  3.8607  0.10
H  -0.8959  -2.9904  5.8850  0.14
H  0.5988  -2.5488  5.0099  0.12
H  -1.6147  -5.6530  3.4838  0.10
H  -2.1803  -4.0134  3.2388  0.09
H  -2.2566  -4.6593  4.8691  0.11
H  0.3224  -4.9601  2.3491  0.13
H  0.4316  -3.2306  2.3764  0.12
H  2.7875  -4.4793  2.7059  0.12
H  2.3806  -3.0514  3.5859  0.08
H  2.6392  -5.7156  4.7660  0.11
H  2.5798  -4.0917  5.4261  0.11
H  0.2913  -6.0640  4.7499  0.12
H  0.2498  -5.0157  6.1458  0.13
N  4.6687  -0.6338  3.5077  -0.26
S  4.1065  -0.5582  5.1229  0.56
O  2.8148  -1.1443  5.4291  -0.31
O  4.4124  0.6048  5.8608  -0.25
F  5.0879  -1.6614  5.8146  -0.23
S  3.4819  0.0733  2.9530  0.43
O  3.0339  1.3355  3.5386  -0.27
O  2.4120  -0.8273  2.4131  -0.35
F  4.2673  0.4644  1.5862  -0.21
N  3.0829  3.3984  -2.1865  -0.25
S  3.4829  2.1804  -1.1794  0.46
O  4.7068  1.5534  -1.3852  -0.23
O  2.4087  1.4302  -0.6181  -0.26
F  3.8647  3.0410  0.1076  -0.20
S  2.9138  2.5669  -3.3880  0.47
O  1.7800  1.6211  -3.4668  -0.31
O  4.0820  2.3493  -4.1916  -0.26
F  2.1707  3.7939  -4.3138  -0.27
N  4.1902  -2.6590  -4.4764  -0.24
S  5.2748  -1.5103  -5.2486  0.64
O  6.4324  -1.0008  -4.4997  -0.32
O  4.6422  -0.6179  -6.2236  -0.28
F  6.0351  -2.4911  -6.2733  -0.22
S  3.2586  -1.6779  -3.9158  0.32
O  2.0545  -1.4350  -4.6505  -0.28
O  3.7711  -0.7043  -2.9767  -0.30
F  2.6031  -2.7046  -2.9081  -0.21
N  -3.0008  3.2972  5.0600  -0.24
S  -4.2644  2.3419  4.3492  0.66
O  -4.3190  2.1077  2.8931  -0.31
O  -5.4141  2.1179  5.2439  -0.30
F  -3.4417  1.0046  4.8276  -0.27
S  -3.2661  4.4548  4.1782  0.40
O  -4.6438  4.9851  4.1218  -0.33
O  -2.5682  4.5318  2.8891  -0.32
F  -2.5047  5.6249  4.9879  -0.19
C  -3.7594  -0.6445  1.6937  -0.02
C  -3.4214  -2.0153  1.1456  -0.91
O  -4.2951  -2.8728  1.1721  -0.06
O  -2.3125  -2.1519  0.7899  -0.01
H  -4.8251  -0.4361  1.7887  0.07
H  -3.3637  0.1100  1.0139  0.05
H  -3.2725  -0.5898  2.6674  0.06
C  -3.2291  6.9774  -0.7947  -0.05
C  -2.8814  5.9080  -1.7739  -0.78
O  -3.5892  5.7853  -2.8339  -0.12
O  -1.8807  5.2463  -1.3944  -0.09
H  -4.3184  6.9640  -0.8325  0.05
H  -2.8116  7.9126  -1.1678  0.07
H  -3.0260  6.8241  0.2652  0.07
C  1.7228  -5.2713  -0.6106  -0.05
C  2.4673  -5.4843  -1.9124  -0.85
O  1.8161  -5.4700  -2.9598  -0.07
O  3.6983  -5.6406  -1.8879  -0.07
H  0.7298  -5.7194  -0.5755  0.03
H  1.5370  -4.2023  -0.5066  0.05
H  2.2984  -5.6162  0.2483  0.06
C  0.1073  6.9816  2.4113  -0.03
C  0.4675  8.2365  3.1783  -0.88
O  1.6695  8.5260  3.2973  -0.12
O  -0.4170  8.9951  3.4997  -0.05
H  -0.0491  7.4738  1.4514  0.06
H  -0.8260  6.5190  2.7325  0.05
H  0.9483  6.3066  2.5695  0.06

Properties
Energy relative to the best compared isomer or geometry (same formula, charge and spin), eV: 0.000
E_HOMO, eV: -2.53
E, hartree: -8466.1941
Orbital gap, eV: 4.7
Total charge: -2

Entry from the Open Molecules 2025 dataset: a molecular structure, C11H13AsBrMgNOS5 (ωB97M-V with the def2-TZVPD basis set).

Each line ends with the natural charge from an NBO analysis.
Positions of all 34 atoms, in Å:
Mg  -0.2307  0.1993  0.5207  1.57
O  -4.4356  -3.3572  4.2242  -0.58
C  -3.6760  -2.6643  3.5991  0.18
S  -4.1803  -1.4793  2.3887  0.33
C  -2.5825  -0.8822  1.9762  -0.40
C  -1.5427  -1.4420  2.6189  -0.40
S  0.1958  -1.1525  2.4034  -0.57
S  -1.9188  -2.6967  3.7868  0.33
S  -2.5777  0.3404  0.6885  -0.57
Br  2.2962  6.3850  1.7899  0.10
C  1.5650  4.6783  1.4971  -0.02
C  0.3567  4.5464  0.8340  -0.28
C  -0.1357  3.2693  0.6379  0.07
N  0.4994  2.1723  1.0550  -0.57
C  1.6544  2.3197  1.7068  0.07
C  2.2299  3.5524  1.9523  -0.28
H  -0.1940  5.4061  0.4826  0.24
H  -1.0894  3.1110  0.1481  0.22
H  2.1206  1.4088  2.0636  0.22
H  3.1650  3.6239  2.4875  0.24
C  2.0306  -1.8889  -3.7074  -0.97
As  0.7021  -1.4821  -2.3881  1.48
C  0.6794  -2.9330  -1.1372  -0.98
C  -0.9931  -1.4904  -3.2827  -0.97
S  1.1256  0.3791  -1.4754  -0.78
H  1.7586  -2.8057  -4.2279  0.24
H  2.9908  -2.0067  -3.2097  0.26
H  2.0905  -1.0592  -4.4086  0.26
H  0.6103  -3.8765  -1.6779  0.24
H  -0.1782  -2.8194  -0.4743  0.27
H  1.5901  -2.8999  -0.5430  0.27
H  -1.0668  -2.3704  -3.9203  0.24
H  -1.0766  -0.5831  -3.8766  0.26
H  -1.7829  -1.5023  -2.5324  0.27

Properties
Energy relative to the best compared isomer or geometry (same formula, charge and spin), eV: 0.332
E_HOMO, eV: -6.63
E, hartree: -7557.9076
Orbital gap, eV: 6.5
Total charge: 0

Entry from the Open Molecules 2025 dataset: a molecular structure, C29H22AsBrN2O2STi at a distorted geometry (ωB97M-V with the def2-TZVPD basis set).

Each line ends with the natural charge from an NBO analysis.
Positions of all 59 atoms, in Å:
Ti  -1.4681  0.0600  -0.8789  1.24
S  -2.8823  -1.2499  0.3550  -0.11
C  -1.5203  -2.4190  0.3196  -0.19
C  -1.7736  -3.7263  -0.1048  -0.20
C  -0.7525  -4.6560  -0.1290  -0.18
C  0.5377  -4.2963  0.2502  -0.21
C  0.8016  -3.0033  0.6630  -0.14
C  -0.2261  -2.0627  0.7226  -0.37
As  0.1382  -0.2010  1.1566  0.95
C  -0.5299  0.0635  2.9357  -0.36
C  -1.1773  -0.9418  3.6412  -0.21
C  -1.6646  -0.6801  4.9156  -0.18
C  -1.5057  0.5767  5.4808  -0.19
C  -0.8578  1.5815  4.7739  -0.22
C  -0.3737  1.3272  3.4986  -0.16
C  2.0320  -0.1478  1.3529  -0.27
C  2.8135  0.1233  0.2336  -0.24
C  4.1970  0.1233  0.3399  -0.19
C  4.7955  -0.1397  1.5644  -0.19
C  4.0156  -0.4059  2.6812  -0.20
C  2.6307  -0.4124  2.5803  -0.23
H  -2.7743  -4.0034  -0.4079  0.24
H  -0.9594  -5.6687  -0.4484  0.23
H  1.3354  -5.0263  0.2242  0.23
H  1.8083  -2.7254  0.9480  0.22
H  -1.3007  -1.9267  3.2087  0.23
H  -2.1661  -1.4634  5.4682  0.23
H  -1.8835  0.7739  6.4751  0.23
H  -0.7249  2.5605  5.2152  0.22
H  0.1387  2.1178  2.9598  0.21
H  2.3504  0.3243  -0.7261  0.22
H  4.8057  0.3313  -0.5298  0.22
H  5.8740  -0.1357  1.6496  0.23
H  4.4850  -0.6104  3.6341  0.23
H  2.0314  -0.6221  3.4574  0.23
C  -1.8322  4.6718  0.2958  -0.13
C  -2.5706  3.7497  1.0202  -0.23
C  -2.6019  2.4363  0.5937  0.07
N  -1.9527  2.0343  -0.5095  -0.53
C  -1.2553  2.9329  -1.2186  0.05
C  -1.1612  4.2588  -0.8448  -0.21
H  -1.7812  5.7038  0.6162  0.24
H  -3.1118  4.0285  1.9127  0.25
H  -3.1463  1.6773  1.1413  0.24
H  -0.7609  2.5780  -2.1179  0.22
H  -0.5824  4.9452  -1.4451  0.25
Br  3.1137  -0.7541  -6.6316  0.12
C  1.3507  -0.3826  -6.1140  -0.15
C  0.4146  0.0026  -7.0711  0.06
N  -0.8544  0.2816  -6.7889  -0.38
C  -1.2360  0.1839  -5.5194  0.09
C  -0.3665  -0.1879  -4.5018  -0.23
C  0.9598  -0.4846  -4.7965  -0.13
C  -0.8518  -0.2681  -3.1170  0.77
O  -2.0497  0.0271  -2.8065  -0.66
O  -0.0629  -0.5803  -2.1538  -0.69
H  0.7110  0.0861  -8.1100  0.22
H  -2.2711  0.4078  -5.2936  0.22
H  1.6489  -0.7873  -4.0202  0.25

Properties
Energy relative to the best compared isomer or geometry (same formula, charge and spin), eV: 0.000
E_HOMO (alpha / beta), eV: -11.22 / -11.38
Multiplicity: 2
E, hartree: -7435.6350
Orbital gap (alpha / beta), eV: 8.1 / 8.1
Total charge: +1